No. 1
ORCA calculation (ωB97M-V/def2-TZVPD) on a 2-piece molecular cluster, C27H48FN6O10P2S2 overall.

```
96
Properties=species:S:1:pos:R:3:forces:R:3:lowdin_charge:R:1
C -2.66648 -2.41369 1.54806 -0.6 -0.2 -0.1 -0.078
N -3.35370 -1.47619 0.67390 0.0 0.1 -0.1 -0.066
C -2.58316 -0.40572 0.08507 0.3 -0.7 -0.2 -0.526
O -1.31836 -0.31148 0.68818 -0.3 0.5 0.0 -0.108
C -1.24228 0.63209 1.74609 0.6 -0.4 0.9 -0.194
C 0.10705 0.51566 2.44739 0.3 0.2 -0.9 -0.382
C 0.36741 1.79974 3.19148 0.6 -0.3 0.9 -0.049
O 1.13269 0.31301 1.48029 -0.1 -0.1 -0.1 -0.028
P -3.62655 1.16176 0.27754 -0.9 0.6 1.0 0.854
N -4.38713 1.21995 1.66611 0.2 -0.2 -0.4 -0.278
C -2.23765 -0.76509 -1.42048 -0.4 -0.4 0.4 -0.369
C -1.96198 0.44636 -2.29306 0.7 0.6 0.3 -0.126
C -0.88615 1.40885 -1.72832 -0.7 0.8 -0.6 -0.169
C -1.17111 2.87532 -2.05490 0.1 0.0 0.1 -0.181
C -0.12625 3.73711 -1.33986 0.4 -0.2 0.0 -0.187
N -0.26465 3.69493 0.12152 -1.1 0.1 -0.9 0.048
C -0.94826 4.81427 0.68133 0.5 -0.9 0.4 -0.504
C -1.86928 4.48383 1.81532 0.4 0.2 0.5 0.003
O -0.79703 5.93474 0.29726 -0.2 1.0 -0.7 0.094
O -1.25726 -1.76549 -1.31587 -0.5 0.4 -0.5 -0.030
C -0.26212 -2.01330 -2.24442 1.0 -0.8 -0.5 -0.569
C 0.52038 -3.16652 -1.59976 -0.4 0.1 0.4 -0.153
C 1.11786 -2.74457 -0.25834 -0.1 -0.5 0.1 -0.161
C 2.01489 -3.83618 0.33716 -0.2 0.7 0.4 -0.152
C 1.93480 -3.83115 1.88047 0.7 -0.7 -0.1 -0.179
N 1.36151 -5.06796 2.43741 -0.2 0.6 0.4 0.015
C -0.02397 -5.02698 2.64105 -0.1 -0.4 -0.6 -0.577
N -0.88356 -5.68453 1.96531 -0.1 -0.3 0.3 0.125
N -0.46425 -4.24315 3.71434 -0.3 0.3 0.1 0.109
O 0.59739 -0.86620 -2.35270 -0.5 -0.2 0.4 0.021
C 1.80502 -0.97854 -2.94804 0.7 0.3 -0.2 -0.445
O 1.96333 -1.47608 -4.02278 -0.2 -0.7 -0.6 0.129
C 2.92890 -0.33083 -2.22750 0.1 0.5 0.6 -0.144
C 2.97161 1.06328 -2.18281 0.3 -0.1 0.2 -0.012
C 4.01456 1.71396 -1.53008 -0.2 -0.9 -0.3 -0.050
C 4.99812 0.93805 -0.91258 -0.1 0.3 0.0 -0.061
C 4.96837 -0.45177 -0.95597 -0.4 0.3 -0.3 -0.065
C 3.93131 -1.09310 -1.62910 -0.2 0.3 -0.2 -0.034
P -0.82879 -2.73462 -3.91007 -1.0 -1.1 -0.2 0.498
S -1.83643 -4.40209 -3.72267 0.0 0.2 0.1 0.161
S -3.81327 -1.50958 -2.11686 -0.6 1.8 -0.3 0.649
O -3.73642 -1.43857 -3.53932 0.4 -0.8 -0.2 -0.291
O -4.94593 -0.84145 -1.55038 0.0 -0.3 0.3 -0.294
F -3.85374 -2.96754 -1.64711 0.2 -0.4 -0.1 -0.130
H -1.89483 -2.93365 0.99357 0.3 0.0 0.1 0.067
H -3.39633 -3.17068 1.82615 -0.1 -0.1 0.0 0.089
H -2.29486 -1.98019 2.47820 0.3 0.1 0.0 0.073
H -4.23518 -1.15579 1.04951 0.1 0.1 0.2 0.090
H -1.26679 1.65922 1.38408 -0.3 0.0 -0.3 0.071
H -2.02724 0.45450 2.48288 -0.3 0.2 0.0 0.122
H 0.15530 -0.34802 3.11003 -0.1 -0.2 0.1 0.135
H -0.08480 1.82534 4.18143 -0.4 0.1 0.0 0.089
H 1.43845 1.85108 3.35731 0.2 0.1 0.0 0.084
H 0.11613 2.67248 2.60045 0.0 -0.1 0.1 0.037
H 1.44740 1.17967 1.17406 0.2 0.1 0.2 0.072
H -4.53531 1.27391 -0.78124 0.5 0.0 -0.3 0.024
H -2.73314 2.23151 0.15680 0.2 -0.2 -0.5 -0.003
H -5.38109 1.29049 1.48107 -0.1 -0.1 0.2 -0.042
H -2.90243 0.98518 -2.40168 -0.2 0.0 0.1 0.105
H -1.67840 0.20136 -3.31085 -0.1 -0.4 -0.1 0.113
H -0.79542 1.36983 -0.65323 0.3 -0.4 0.1 0.086
H 0.05970 1.18832 -2.20128 0.1 -0.2 0.4 0.088
H -2.18537 3.14835 -1.75928 -0.1 0.2 0.1 0.096
H -1.09341 3.06662 -3.12590 0.0 0.0 -0.2 0.115
H -0.09626 4.74886 -1.73666 -0.1 0.2 0.1 0.111
H 0.83953 3.28817 -1.56842 0.2 0.1 -0.1 0.108
H 0.63504 3.54419 0.57392 0.4 -0.1 0.6 0.078
H -2.02345 5.37443 2.41464 -0.2 0.2 0.0 0.082
H -1.41690 3.72657 2.44982 -0.2 -0.1 0.0 0.057
H -2.82992 4.13093 1.45229 -0.1 -0.2 -0.1 0.072
H 1.21024 -3.64690 -2.29275 0.3 0.3 -0.1 0.123
H -0.23772 -3.91631 -1.38605 0.0 -0.2 -0.1 0.096
H 0.28528 -2.64963 0.43218 -0.2 0.3 0.0 0.095
H 1.59934 -1.77319 -0.27017 0.1 0.1 0.0 0.107
H 3.06070 -3.67975 0.08307 0.1 -0.1 -0.4 0.097
H 1.68930 -4.79692 -0.05911 0.1 -0.2 0.1 0.107
H 1.36220 -2.97820 2.22642 -0.1 0.1 0.1 0.103
H 2.94097 -3.72379 2.27757 0.1 0.1 0.2 0.107
H 1.61870 -5.88379 1.90652 0.0 0.0 -0.2 0.107
H -0.42797 -6.23719 1.24628 0.0 -0.1 -0.1 0.034
H -1.45033 -4.43741 3.83141 -0.1 0.0 -0.1 0.078
H -0.39332 -3.24869 3.52802 0.4 0.0 0.2 0.064
H 2.19657 1.63306 -2.67716 -0.1 0.1 0.0 0.104
H 4.04763 2.78761 -1.49804 0.1 0.1 0.2 0.092
H 5.78526 1.45304 -0.38376 0.1 0.0 0.1 0.105
H 5.74009 -1.02091 -0.46358 0.1 -0.1 0.0 0.098
H 3.88014 -2.16937 -1.71180 0.1 -0.1 0.1 0.109
H -1.55589 -1.78281 -4.64135 0.4 0.3 0.1 -0.016
H 0.31914 -3.01131 -4.64655 0.2 0.5 0.1 -0.015
C 2.91420 5.58180 1.30898 -0.2 -0.1 0.1 -0.030
C 3.14771 4.06549 1.14874 0.6 0.5 -0.2 -0.725
O 2.23947 3.30525 1.58067 -0.5 -0.4 -0.3 -0.094
O 4.21996 3.73088 0.60890 -0.2 0.0 0.1 -0.060
H 1.95813 5.78946 1.79103 0.0 0.0 0.0 0.054
H 3.71354 6.01477 1.91185 0.1 0.0 -0.1 0.062
H 2.92678 6.06158 0.32871 0.1 0.0 0.0 0.067
```
Forces are in eV/Å.

Output
HOMO: -5.69 eV
spin multiplicity: 1
net charge: -1
E_LUMO: 2.31 eV

---

No. 2
ORCA calculation (ωB97M-V/def2-TZVPD) on C27H48GeN5OPS2Si3Yb as an isolated structure.

```
89
Properties=species:S:1:pos:R:3:forces:R:3:lowdin_charge:R:1
Yb -0.86228 -0.18232 0.10956 -2.1 -1.4 0.1 0.317
S -2.40010 -0.13190 2.23750 -3.0 0.1 1.3 0.492
C -4.27195 -0.27892 2.00843 1.9 0.3 -0.5 -0.598
C -5.17014 -0.27439 3.14288 0.2 -0.1 0.3 -0.253
N -5.84956 -0.27838 4.08027 0.5 0.1 -0.8 0.154
C -4.69582 -0.38971 0.72292 1.7 0.2 -1.5 -0.610
S -3.35713 -0.36030 -0.60699 -2.9 -1.1 0.4 0.491
C -6.06732 -0.52481 0.27702 0.2 -0.1 0.6 -0.270
N -7.18163 -0.64785 -0.00435 0.6 0.2 0.0 0.148
C 1.94698 -5.00286 1.83710 0.4 -0.3 0.1 -0.226
Si 0.59243 -3.89412 1.19099 -0.6 -0.4 -0.2 0.217
C -0.93036 -4.12166 2.24458 -0.3 0.0 0.3 -0.228
C 0.14183 -4.42485 -0.54066 0.1 -0.2 -0.4 -0.236
Ge 1.27465 -1.66559 1.20903 0.0 -1.0 -0.5 0.654
Si 1.59073 -0.84289 3.36668 -0.6 0.4 0.9 0.269
C 0.01363 -0.98036 4.35523 0.0 0.1 0.2 -0.248
C 2.04794 0.96520 3.31809 0.0 0.4 0.9 -0.224
C 2.94317 -1.78619 4.23991 0.4 -0.3 -0.1 -0.207
Si 3.11007 -1.27947 -0.17460 0.0 -0.1 -1.0 0.279
C 4.62254 -2.15596 0.47735 0.3 -0.1 0.3 -0.216
C 2.76217 -1.87918 -1.90674 0.3 -0.5 0.0 -0.211
C 3.46614 0.54896 -0.29157 0.3 0.5 -0.1 -0.223
H 1.59780 -6.05548 1.82123 0.3 0.5 0.1 0.039
H 2.19901 -4.71670 2.87688 0.0 -0.3 -0.5 0.019
H 2.84470 -4.90566 1.19555 -0.3 -0.2 0.4 0.020
H -1.26317 -5.17786 2.17960 0.1 0.5 0.1 0.041
H -1.73877 -3.45639 1.87902 0.4 -0.4 0.3 0.014
H -0.69610 -3.88961 3.29902 -0.3 -0.1 -0.4 0.016
H -0.21939 -5.47337 -0.51757 0.2 0.5 -0.1 0.040
H 1.02751 -4.37023 -1.19826 -0.4 -0.1 0.1 0.015
H -0.65975 -3.76677 -0.93415 0.5 -0.5 0.1 -0.003
H -0.79741 -0.42582 3.83966 0.4 -0.5 0.7 -0.097
H 0.17610 -0.54461 5.36215 -0.1 -0.2 -0.4 0.043
H -0.27244 -2.04070 4.47045 -0.1 0.5 0.0 0.024
H 1.25770 1.53509 2.78786 1.1 -0.7 2.5 -0.003
H 3.01760 1.09407 2.80429 -0.4 0.2 0.2 0.038
H 2.14371 1.34444 4.35612 0.0 -0.2 -0.4 0.055
H 2.66475 -2.85596 4.30987 0.3 0.5 0.0 0.026
H 3.07606 -1.37490 5.26120 0.0 -0.2 -0.5 0.044
H 3.89222 -1.68380 3.67788 -0.3 -0.2 0.4 0.022
H 4.43271 -3.24620 0.51955 0.2 0.5 0.1 0.024
H 4.86248 -1.77955 1.49113 0.1 -0.3 -0.4 0.019
H 5.47988 -1.95941 -0.19847 -0.4 -0.2 0.4 0.042
H 2.61592 -2.97433 -1.90330 0.1 0.4 -0.1 0.032
H 3.62928 -1.63950 -2.55573 -0.4 -0.2 0.2 0.057
H 1.85574 -1.37551 -2.30018 1.6 -1.4 0.9 -0.025
H 3.74149 0.94740 0.70087 -0.1 0.1 -0.5 0.023
H 2.56954 1.07834 -0.67389 0.8 -0.3 0.0 -0.006
H 4.31485 0.71049 -0.98740 -0.4 0.0 0.3 0.053
O 1.47616 1.99662 1.17523 7.2 8.0 1.3 0.112
C 0.74256 1.31299 0.84092 -6.6 -6.0 -3.4 -0.283
C -3.49658 4.66486 0.03944 0.3 0.8 1.4 -0.115
N -3.58401 3.90783 -1.22191 -2.3 0.4 -0.9 -0.119
C -2.65845 4.49044 -2.20969 1.2 0.6 -0.9 -0.118
N -1.32088 4.48835 -1.68989 0.4 1.5 -1.6 -0.159
C -1.23623 5.23648 -0.44997 -0.2 0.3 -0.1 -0.157
N -2.14530 4.65991 0.52239 -0.6 1.7 1.2 -0.158
C -1.70821 3.36993 1.02089 -0.5 0.4 -0.1 -0.278
P -1.72947 2.26404 -0.40332 1.7 -3.0 1.0 0.882
C -3.38836 2.45281 -1.03611 -0.6 0.4 -0.3 -0.313
C -0.73039 3.16647 -1.60306 -0.4 0.5 -0.2 -0.275
H -4.20691 4.23125 0.75556 0.4 -0.1 -0.1 0.159
H -3.85017 5.68528 -0.15971 0.3 -0.1 -0.1 0.151
H -4.53114 4.03748 -1.58487 -0.1 0.0 0.0 0.192
H -3.00431 5.50929 -2.42928 0.2 -0.1 0.3 0.151
H -2.75210 3.92858 -3.14818 0.2 -0.1 0.3 0.157
H -1.49428 6.28932 -0.62781 -0.2 -0.2 -0.1 0.139
H -0.20659 5.26710 -0.06869 -0.3 -0.4 -0.1 0.147
H -2.37166 3.01683 1.81820 0.0 -0.1 -0.2 0.098
H -0.70867 3.44271 1.46366 -0.2 0.1 -0.2 0.099
H -4.16431 2.09666 -0.35067 0.4 -0.1 0.0 0.086
H -3.54774 1.96832 -2.00501 0.2 -0.1 0.3 0.096
H -0.73160 2.67562 -2.58265 -0.1 -0.1 0.1 0.113
H 0.31864 3.22902 -1.29286 -0.2 0.0 0.1 0.109
C 0.17491 -0.25895 -2.00970 -0.6 0.4 0.8 -0.192
C 0.85299 -0.34394 -3.29174 -1.8 1.3 0.2 -0.392
C 0.43095 -1.26415 -4.25524 0.2 -0.2 -0.9 -0.049
C 1.04969 -1.30768 -5.50701 0.0 0.1 0.5 -0.084
C 2.09373 -0.43217 -5.80065 0.1 0.0 -0.1 -0.115
C 2.52095 0.48604 -4.84290 -0.3 -0.1 0.4 -0.090
C 1.90051 0.53133 -3.59203 0.4 0.3 -1.0 -0.084
H -0.77950 -0.79862 -1.83137 0.4 -0.3 -1.2 -0.014
H 0.14767 0.70203 -1.45404 0.5 0.2 -1.2 -0.048
H -0.38773 -1.94783 -4.04572 0.1 0.1 0.1 0.117
H 0.71248 -2.02151 -6.25377 0.0 0.1 0.1 0.100
H 2.57259 -0.46363 -6.77565 -0.1 0.0 0.1 0.092
H 3.33388 1.17064 -5.06987 -0.1 -0.1 0.0 0.098
H 2.24011 1.25812 -2.85839 -0.1 -0.1 0.0 0.097
H -1.31127 -2.10781 -0.04056 0.9 -0.6 0.7 0.007
```
Forces are in eV/Å.

Output
HOMO (alpha / beta): -6.41 / -6.39 eV
spin multiplicity: 1
E_LUMO (alpha / beta): -1.89 / -1.92 eV

---

| no. | DFT total energy (eV) | largest force on an atom (eV/Å) |
| --- | --- | --- |
| 1 | -101158.8759 | 1.90 |
| 2 | -180905.1008 | 10.81 |